(1)
Density functional theory data (the ωB97M-V functional and the def2-TZVPD basis) for a 3-piece molecular cluster, C4H10O3 overall.

Calculated values
Frontier orbital gap in eV: 4.49
Energy in eV: -10447.1810
Energy relative to the best compared isomer or geometry (same formula, charge and spin) in kJ/mol: 585.0
Charge: 0

The geometry in XYZ format:
```
17
Properties=species:S:1:pos:R:3:forces:R:3
C -2.73890 1.06326 -0.18356 0.3 -0.6 0.5
C -1.70004 0.17862 -0.06107 -1.3 -0.2 -1.6
C -1.41909 -0.61988 1.04858 1.0 2.2 0.2
C -0.05816 -1.14840 1.03747 3.5 -3.7 0.6
O 0.91031 -0.20972 1.41974 -2.0 1.4 1.2
H -2.90380 1.66996 -1.07522 0.2 -0.3 0.2
H -3.45477 1.16099 0.62194 0.0 0.3 0.2
H -1.14891 -0.07816 -0.96908 0.6 0.7 0.3
H -1.97435 -0.58764 1.98567 -0.2 -0.1 -0.3
H 0.14885 -1.95453 1.78565 -1.1 0.2 -0.5
H 0.28015 -1.61504 0.07558 -0.8 0.5 0.2
H 1.65621 0.00236 0.76123 0.8 -0.2 -1.5
H 3.58509 0.01566 -0.39874 0.1 0.0 0.1
O 2.63304 0.07126 -0.36637 -0.8 0.0 0.7
H 1.46305 0.89575 -2.96478 0.2 0.0 0.3
H 1.68655 0.41854 -1.40126 0.2 0.0 -1.1
O 1.01229 0.52267 -2.20430 -0.6 0.0 0.5
```
Forces are in eV/Å.

Atomic charges from the Löwdin analysis, expressed in e, are listed below:
1 C 0.20
2 C -0.10
3 C 0.12
4 C -0.30
5 O -0.05
6 H 0.10
7 H 0.08
8 H 0.11
9 H 0.14
10 H 0.13
11 H 0.15
12 H 0.01
13 H -0.03
14 O -0.33
15 H 0.00
16 H -0.04
17 O -0.18

***

(2)
Density functional theory data (the ωB97M-V functional and the def2-TZVPD basis) for C25H41O13PdS4 as an isolated structure.

Calculated values
Expectation value of S²: 2.00
Frontier orbital gap (alpha / beta) in eV: 5.90 / 5.83
Energy in eV: -100022.2767
Multiplicity: 3
Energy relative to the best compared isomer or geometry (same formula, charge and spin) in kJ/mol: 358.7
Charge: -1

The geometry in XYZ format:
```
84
Properties=species:S:1:pos:R:3:forces:R:3
Pd 25.64731 -10.22449 24.73277 1.6 1.3 1.3
C 23.11351 -10.19462 28.20413 -1.6 -0.4 1.5
C 23.78457 -11.43548 27.56869 0.1 2.0 -0.6
C 22.74946 -12.59160 27.53925 0.1 -0.1 -1.2
O 24.39016 -11.07439 26.38028 -0.6 -1.1 -0.3
H 22.50293 -10.57799 29.02165 -0.1 -0.3 0.6
H 22.30671 -9.69334 27.66943 0.3 -0.1 -1.0
H 23.65134 -9.40217 28.72456 0.9 -0.2 -0.5
H 24.51947 -11.72363 28.32037 0.6 -0.4 0.4
H 23.04709 -13.35129 26.81650 0.6 -0.2 0.1
H 21.79230 -12.30197 27.10559 -0.3 0.5 0.3
H 22.57998 -13.08629 28.49563 0.0 0.2 0.1
C 29.38172 -8.42398 23.21868 2.2 0.8 1.2
C 30.43498 -7.61434 23.75436 0.5 0.6 -0.3
C 30.46922 -7.37352 25.33812 2.3 -1.1 0.1
O 31.54971 -6.96161 25.80706 -1.3 0.4 -0.5
C 29.48035 -7.98763 26.16364 -0.9 0.5 -2.1
C 28.43584 -8.70251 25.53727 0.5 -0.4 4.1
C 28.42139 -8.86848 24.06417 -2.0 -0.3 -2.3
O 27.41241 -9.37353 23.43370 -1.8 -1.2 1.8
O 27.61178 -9.33068 26.33633 -0.3 0.2 -2.2
O 31.31833 -7.10407 23.06005 -0.4 -0.2 0.6
H 29.39624 -8.69083 22.17227 -0.3 0.2 0.0
H 29.58876 -7.86524 27.23118 -0.2 -0.3 0.1
C 28.89622 -12.52215 28.20057 -1.2 -1.1 0.1
C 29.78003 -12.24202 27.01038 0.2 1.1 -0.5
C 29.25528 -13.07043 25.83215 0.0 0.0 0.1
S 27.46438 -13.04832 25.93334 0.1 2.7 0.3
O 26.94345 -14.36195 25.69071 -0.4 -0.8 -0.1
O 26.96934 -11.93487 25.10593 1.5 -2.6 1.2
C 27.40892 -12.61035 27.67821 -0.1 0.7 1.0
H 28.99080 -11.83006 29.03731 -0.1 0.3 -0.4
H 29.26305 -13.46980 28.59489 -0.5 -0.4 0.2
H 30.81152 -12.48252 27.26785 0.0 -0.1 -0.3
H 29.76073 -11.17632 26.78231 -0.1 0.1 -0.2
H 29.55183 -14.11243 25.95215 -0.1 -0.1 -0.2
H 29.46791 -12.69639 24.83066 0.3 0.0 0.1
H 26.67412 -13.21089 28.21441 0.6 -0.9 -0.1
H 26.89429 -11.65875 27.81129 0.4 0.6 -0.8
C 24.87335 -15.55884 23.53023 -1.2 0.4 -0.8
C 26.28642 -15.59283 22.95205 1.1 -0.4 -1.3
C 26.80087 -14.20977 22.37735 -1.1 -0.5 1.4
S 25.32266 -13.13874 22.27363 2.2 1.1 3.2
O 24.78797 -13.15731 20.93797 -0.5 -0.2 0.1
O 25.75100 -11.86854 22.91319 -1.6 -2.1 -2.2
C 24.38703 -14.12235 23.54612 0.3 0.7 0.0
H 24.71689 -15.89706 24.55455 0.7 -0.3 0.0
H 24.20874 -16.17719 22.92687 0.0 0.0 -0.2
H 26.32686 -16.28257 22.10900 -0.2 -0.3 0.1
H 26.96586 -15.99901 23.70138 0.2 0.4 -0.1
H 27.26974 -14.08891 21.40079 0.0 -0.8 0.0
H 27.46426 -13.86019 23.16842 -0.2 0.8 -0.4
H 23.30902 -13.96299 23.52175 0.1 0.0 -0.3
H 24.75801 -13.74600 24.49945 0.0 0.8 -0.2
C 26.90151 -5.36432 26.90497 -0.1 -1.5 0.4
C 25.86146 -5.72822 27.96493 -1.9 -0.2 1.0
C 24.99217 -6.94767 27.55955 2.1 -1.0 -0.6
S 24.82801 -6.86504 25.78621 -0.5 0.8 -0.2
O 23.52392 -6.21018 25.52085 1.8 -1.0 -0.1
O 25.13655 -8.14362 25.14833 -0.6 2.1 0.6
C 26.18937 -5.59334 25.55738 -0.3 1.0 0.9
H 27.79783 -5.97926 26.98603 -0.1 -0.3 0.0
H 27.23616 -4.34128 27.07672 -0.2 0.1 -0.4
H 25.12814 -4.93878 28.12966 0.3 0.6 -0.1
H 26.22402 -5.98603 28.96000 0.5 0.2 -0.1
H 24.05926 -7.23985 28.04164 0.0 0.8 -0.1
H 25.67372 -7.78749 27.69488 0.0 -0.5 -0.2
H 25.61138 -4.66963 25.52975 -0.4 -0.1 -1.0
H 26.88363 -5.67796 24.72134 -0.5 -0.5 -0.1
C 20.77241 -10.64753 24.54924 -0.3 1.0 0.9
C 21.51904 -11.74352 23.83468 -0.2 -1.4 -0.7
C 21.88041 -11.25069 22.39974 0.5 0.8 2.1
S 22.62655 -9.57804 22.95077 0.6 -0.4 -0.9
O 22.30544 -8.61172 21.90607 0.4 -0.5 1.1
O 24.04099 -9.74152 23.37346 -2.9 0.1 -1.6
C 21.59807 -9.33697 24.51226 0.1 -0.3 -2.6
H 20.48882 -10.82027 25.58743 0.5 -0.6 0.2
H 19.78418 -10.53576 24.10316 0.1 0.5 -0.5
H 20.87543 -12.60935 23.67915 -0.2 -0.2 0.3
H 22.33840 -12.08039 24.46970 0.5 0.2 -0.4
H 20.96803 -11.15491 21.81111 0.0 0.8 0.2
H 22.53680 -11.86038 21.77883 0.6 0.2 0.5
H 20.97976 -8.49449 24.20241 0.1 0.2 0.4
H 22.34773 -9.06911 25.25681 -0.3 -0.5 0.3
```
Forces are in eV/Å.

Atomic charges from the Löwdin analysis, expressed in e, are listed below:
1 Pd 1.16
2 C -0.08
3 C -0.60
4 C -0.07
5 O -0.34
6 H 0.05
7 H 0.06
8 H 0.05
9 H 0.09
10 H 0.06
11 H 0.05
12 H 0.07
13 C -0.01
14 C -0.35
15 C -0.35
16 O -0.02
17 C -0.03
18 C -0.36
19 C -0.38
20 O -0.12
21 O -0.14
22 O 0.00
23 H 0.11
24 H 0.10
25 C -0.19
26 C -0.21
27 C -0.20
28 S 0.72
29 O -0.31
30 O -0.41
31 C -0.19
32 H 0.12
33 H 0.10
34 H 0.12
35 H 0.11
36 H 0.10
37 H 0.11
38 H 0.10
39 H 0.09
40 C -0.22
41 C -0.20
42 C -0.18
43 S 0.73
44 O -0.32
45 O -0.41
46 C -0.20
47 H 0.11
48 H 0.10
49 H 0.10
50 H 0.10
51 H 0.10
52 H 0.07
53 H 0.09
54 H 0.08
55 C -0.20
56 C -0.21
57 C -0.23
58 S 0.76
59 O -0.35
60 O -0.41
61 C -0.16
62 H 0.09
63 H 0.12
64 H 0.11
65 H 0.11
66 H 0.10
67 H 0.10
68 H 0.09
69 H 0.11
70 C -0.23
71 C -0.26
72 C -0.15
73 S 0.79
74 O -0.34
75 O -0.43
76 C -0.15
77 H 0.10
78 H 0.11
79 H 0.11
80 H 0.09
81 H 0.10
82 H 0.08
83 H 0.10
84 H 0.08

***

(3)
Density functional theory data (the ωB97M-V functional and the def2-TZVPD basis) for a 2-piece molecular cluster, C5H10O2 overall.

Calculated values
Frontier orbital gap in eV: 10.28
Energy in eV: -9439.5760
Energy relative to the best compared isomer or geometry (same formula, charge and spin) in kJ/mol: 334.5
Charge: 0

The geometry in XYZ format:
```
17
Properties=species:S:1:pos:R:3:forces:R:3
C 2.36866 -0.15201 -0.28613 0.1 -0.1 0.0
C 1.05904 0.41809 -0.81617 0.2 0.3 -0.2
C -0.08817 0.35710 0.15004 -0.6 -2.5 -0.7
O 0.18573 0.62037 1.42409 -1.2 -0.2 1.1
C -1.47394 0.74427 -0.30141 0.4 1.1 0.3
C -2.07424 -0.33775 0.52212 -2.2 0.3 1.1
O -2.09145 -0.33582 1.77861 0.3 0.2 -1.1
H 3.16045 -0.04451 -1.03585 -0.1 0.0 0.1
H 2.68928 0.36246 0.62483 -0.1 -0.1 -0.2
H 2.26742 -1.21741 -0.05248 0.0 0.1 0.0
H 1.18926 1.48855 -1.05045 0.0 -0.2 0.0
H 0.76120 -0.05990 -1.75832 0.0 0.0 0.3
H -0.59333 -1.01582 0.16463 1.4 1.2 -0.3
H -0.72103 0.33554 1.92792 1.4 0.6 -0.6
H -1.63508 0.60497 -1.37361 0.1 -0.1 0.2
H -1.78886 1.74084 0.00687 0.0 0.2 0.0
H -2.83487 -0.92307 -0.00642 0.4 -0.8 0.0
```
Forces are in eV/Å.

Atomic charges from the Löwdin analysis, expressed in e, are listed below:
1 C -0.10
2 C -0.20
3 C -0.46
4 O 0.01
5 C -0.12
6 C -0.31
7 O -0.03
8 H 0.07
9 H 0.08
10 H 0.08
11 H 0.13
12 H 0.12
13 H 0.20
14 H 0.12
15 H 0.13
16 H 0.13
17 H 0.14